1.
Computed, not measured: a molecular structure, C23H10Br4O8SW, with the ωB97M-V functional and the def2-TZVPD basis.

Results
charge: +2
highest occupied orbital energy (spin up / spin down): -14.760 / -14.760 eV
ΔE to the lowest compared entry with this formula, charge and spin: 0.0 kcal per mole
electronic energy: -12245.0695 a.u.
E_LUMO (spin up / spin down): -9.14 / -9.14 eV

CARTESIAN COORDINATES (ANGSTROEM)
W (-0.42285, -0.50964, 0.48841)
O (-5.19991, -2.35733, -3.07403)
C (-4.29520, -2.03068, -2.38677)
C (-4.40181, -1.36028, -0.97320)
O (-5.38988, -1.08652, -0.37133)
C (-2.97681, -1.16152, -0.60763)
C (-2.10969, -1.64997, -1.51478)
O (-0.83781, -1.54047, -1.16042)
C (-2.77601, -2.16995, -2.73457)
O (-2.28232, -2.54388, -3.75328)
O (-2.34565, -0.61398, 0.43668)
Br (-4.54635, 2.19443, 4.27913)
C (-3.12960, 1.17239, 3.65985)
C (-2.93036, -0.16130, 4.17786)
Br (-4.09098, -0.83039, 5.46134)
C (-1.88993, -0.94518, 3.73634)
Br (-1.57683, -2.68931, 4.29817)
C (-0.98290, -0.38971, 2.81054)
O (0.03832, -1.08301, 2.27311)
C (-1.19173, 0.92220, 2.28958)
O (-0.39813, 1.26845, 1.25965)
C (-2.28967, 1.69489, 2.70302)
Br (-2.51778, 3.35909, 1.89651)
O (1.32507, -1.46892, 0.28074)
S (2.40160, -1.27203, -0.85847)
C (3.60136, -0.21389, -0.10479)
C (4.76722, -0.01563, -0.83634)
C (5.73570, 0.82200, -0.30942)
C (5.53923, 1.41657, 0.93104)
C (4.37956, 1.17904, 1.65873)
C (3.39061, 0.35587, 1.14453)
C (1.42422, -0.15408, -1.85262)
C (1.07730, -0.48648, -3.13047)
C (0.03810, 0.23540, -3.74344)
C (-0.64287, 1.23470, -3.06142)
C (-0.27027, 1.57515, -1.76771)
C (0.76844, 0.87096, -1.12689)
H (4.92529, -0.50570, -1.79045)
H (6.65122, 0.99550, -0.85737)
H (6.30803, 2.05600, 1.34302)
H (4.25225, 1.62087, 2.63733)
H (2.50597, 0.11976, 1.72210)
H (1.54495, -1.31557, -3.64642)
H (-0.25479, -0.02395, -4.75312)
H (-1.44557, 1.77132, -3.54929)
H (-0.76006, 2.38792, -1.24398)
H (1.28131, 1.32688, -0.27948)

=====

2.
Computed, not measured: a molecular structure, C23H11F15N3PdS, with the ωB97M-V functional and the def2-TZVPD basis.

Results
charge: -1
highest occupied orbital energy: -4.558 eV
ΔE to the lowest compared entry with this formula, charge and spin: 0.0 kcal per mole
electronic energy: -3071.3775 a.u.
E_LUMO: 2.58 eV

CARTESIAN COORDINATES (ANGSTROEM)
Pd (0.02254, -0.45970, -0.42262)
C (0.19078, -2.93063, -2.14273)
N (0.96058, -2.15786, -1.16866)
C (2.13042, -1.49571, -1.78062)
C (1.68989, -0.41399, -2.76329)
N (0.38408, 0.06996, -2.33008)
C (-0.22274, 1.07213, -3.03580)
C (0.37442, 1.97652, -3.92652)
F (1.70928, 1.97466, -4.14680)
C (-0.33722, 2.94824, -4.61234)
F (0.31600, 3.78573, -5.43338)
C (-1.69927, 3.07687, -4.44802)
F (-2.38890, 4.02815, -5.09858)
C (-2.33699, 2.19138, -3.59593)
F (-3.66562, 2.26326, -3.44067)
C (-1.62000, 1.21689, -2.93702)
F (-2.31939, 0.35313, -2.18303)
C (1.34474, -2.95574, 0.00265)
C (0.14957, -3.10827, 0.91166)
N (-0.31376, -1.77409, 1.27996)
C (-1.20164, -1.72057, 2.30801)
C (-1.34789, -0.56253, 3.10071)
F (-0.55321, 0.48847, 2.87659)
C (-2.19025, -0.46393, 4.18666)
F (-2.21732, 0.67326, 4.89703)
C (-2.97025, -1.53461, 4.58931)
F (-3.78314, -1.44500, 5.65711)
C (-2.86503, -2.69702, 3.86051)
F (-3.61537, -3.76229, 4.19154)
C (-2.02261, -2.77928, 2.76413)
F (-2.09640, -3.95314, 2.08428)
H (0.82184, -3.70963, -2.59079)
H (-0.17995, -2.25920, -2.91253)
H (-0.65913, -3.39615, -1.64977)
H (2.79624, -2.23147, -2.25530)
H (2.67140, -1.02741, -0.95969)
H (1.60605, -0.82177, -3.78196)
H (2.48209, 0.33795, -2.79513)
H (2.11218, -2.39649, 0.53925)
H (1.76361, -3.92316, -0.30779)
H (0.47885, -3.67306, 1.79455)
H (-0.61437, -3.72584, 0.42696)
F (3.18042, 3.99355, 3.95630)
C (2.33316, 3.46254, 3.06256)
C (2.78420, 2.55602, 2.12322)
F (4.08093, 2.20957, 2.10581)
C (1.90543, 2.02247, 1.19712)
F (2.42990, 1.16482, 0.30208)
C (0.55577, 2.34776, 1.16869)
S (-0.59503, 1.72070, -0.00453)
C (0.13887, 3.27057, 2.12732)
F (-1.14212, 3.64900, 2.18615)
C (0.99797, 3.82393, 3.05827)
F (0.54642, 4.70102, 3.96515)

=====

3.
Computed, not measured: a molecular structure, C23H12Br2ClN4O8Pm, with the ωB97M-V functional and the def2-TZVPD basis.

Results
<S²>: 6.005
multiplicity: 5
highest occupied orbital energy (spin up / spin down): -8.993 / -8.995 eV
electronic energy: -7921.3978 a.u.
E_LUMO (spin up / spin down): -1.94 / -1.94 eV

CARTESIAN COORDINATES (ANGSTROEM)
Pm (-0.84669, -1.37294, 0.74800)
Br (5.25967, -1.31346, 4.48029)
C (3.68898, -1.28748, 3.45765)
C (2.44575, -1.28736, 4.08670)
C (1.30468, -1.26263, 3.27183)
N (1.34929, -1.23665, 1.95366)
C (2.56484, -1.24716, 1.33765)
C (3.76464, -1.27081, 2.08925)
C (2.56270, -1.24442, -0.11966)
C (3.75896, -1.26824, -0.84542)
C (3.69906, -1.28060, -2.22137)
Br (5.28334, -1.30122, -3.22377)
C (2.47244, -1.27858, -2.85732)
C (1.33549, -1.25056, -2.05767)
N (1.35678, -1.22666, -0.73579)
H (2.35243, -1.31025, 5.16230)
H (0.32599, -1.26333, 3.73008)
H (4.73276, -1.27955, 1.61125)
H (4.72120, -1.28020, -0.35540)
H (2.39058, -1.30036, -3.93386)
H (0.36428, -1.24403, -2.52980)
O (-2.55052, -0.03514, 4.22303)
C (-2.31787, -0.65111, 3.22209)
O (-2.04979, -0.16244, 2.00661)
C (-2.18322, -2.23344, 3.29644)
O (-2.65999, -2.85077, 4.20373)
O (-1.44990, -2.72493, 2.29582)
O (-3.57963, -1.33832, -4.68533)
C (-3.69694, -0.11231, -4.21337)
O (-4.39139, 0.71103, -4.74942)
C (-2.90355, 0.22317, -2.97261)
C (-2.69513, 1.50923, -2.49865)
Cl (-3.37628, 2.91821, -3.12988)
N (-1.86254, 1.45446, -1.38718)
N (-1.58300, 0.16912, -1.11630)
C (-2.20200, -0.58310, -2.05822)
C (-2.00117, -2.09249, -2.02058)
O (-2.17653, -2.72931, -3.05257)
O (-1.60003, -2.56810, -0.89658)
C (-1.26332, 2.48701, -0.56445)
C (-1.41072, 3.84519, -0.84291)
C (-0.86682, 4.79638, 0.00826)
C (-0.16955, 4.42271, 1.14470)
C (0.01995, 3.07454, 1.39552)
C (-0.50113, 2.12244, 0.54357)
H (-2.99039, -1.90296, -4.11732)
H (-1.94426, 4.17944, -1.71078)
H (-0.99780, 5.84394, -0.23140)
H (0.22611, 5.16942, 1.82327)
H (0.57420, 2.75194, 2.26950)
H (-0.28391, 1.11268, 0.76639)

=====

4.
Computed, not measured: a molecular structure, C23H12Cl3I2MnO3, with the ωB97M-V functional and the def2-TZVPD basis.

Results
<S²>: 6.141
multiplicity: 5
highest occupied orbital energy (spin up / spin down): -8.413 / -8.509 eV
ΔE to the lowest compared entry with this formula, charge and spin: 10.3 kcal per mole
electronic energy: -4236.4020 a.u.
E_LUMO (spin up / spin down): -1.30 / -0.39 eV

CARTESIAN COORDINATES (ANGSTROEM)
Mn (0.52683, -0.38559, 0.87268)
Cl (5.27803, -0.32909, 6.20845)
C (4.40061, -0.52485, 4.72492)
C (3.10639, -0.04303, 4.63162)
C (2.45367, -0.22927, 3.43127)
Cl (0.80809, 0.36881, 3.22904)
C (2.99481, -0.85793, 2.30079)
O (2.33658, -0.99320, 1.18663)
C (4.31671, -1.32413, 2.46546)
Cl (5.07875, -2.11834, 1.13663)
C (5.00671, -1.16228, 3.65150)
H (2.62984, 0.45641, 5.46190)
H (6.01741, -1.53345, 3.73615)
I (-1.26022, -2.50326, 1.43820)
C (-2.79944, -1.10646, 1.22435)
C (-4.08734, -1.53638, 1.34509)
C (-5.14548, -0.61317, 1.21365)
C (-4.87766, 0.70149, 0.97441)
C (-3.54467, 1.16155, 0.84775)
C (-3.26979, 2.52821, 0.59402)
C (-1.98818, 2.96984, 0.45759)
C (-0.91490, 2.05605, 0.55921)
C (-1.13845, 0.72895, 0.80897)
C (-2.46618, 0.24746, 0.96694)
H (-4.30755, -2.57738, 1.53812)
H (-6.16530, -0.96071, 1.30468)
H (-5.68279, 1.41884, 0.87455)
H (-4.10319, 3.21403, 0.50586)
H (-1.78437, 4.01406, 0.26036)
H (0.09436, 2.43108, 0.41204)
I (1.72439, 0.36938, -7.87270)
C (1.12741, 0.04119, -5.90300)
C (-0.07728, -0.60103, -5.65044)
C (-0.46745, -0.81585, -4.34024)
C (0.33951, -0.39789, -3.28846)
C (1.54337, 0.24120, -3.55417)
C (1.94045, 0.46523, -4.86180)
C (-0.12338, -0.65083, -1.88668)
O (-1.21185, -1.14213, -1.64634)
O (0.75010, -0.29012, -0.97402)
H (-0.70334, -0.92888, -6.46854)
H (-1.40414, -1.30759, -4.11528)
H (2.17214, 0.55481, -2.73241)
H (2.87683, 0.96424, -5.06875)

=====

no.,maximum force (eV Å⁻¹)
1,0.8
2,0.7
3,1.9
4,0.4